P | Here is the molecule C4H3ClN2O2 from OMol25. Energies are from ωB97M-V with the def2-TZVPD basis set.

Calculated values
SMILES = C[C@@]12C(=O)[C@@]1(Cl)N2N=O
E_LUMO (alpha / beta) = -0.20 / -0.20 eV
Kohn-Sham gap (alpha / beta) = 8.90 / 8.90 eV

ORCA input file:
```
! RIJCOSX wB97M-V def2-TZVPD def2/J DEFGRID3
* xyz 0 1
C -1.270 -0.880 0.677
C -0.442 0.176 1.337
C -0.378 -0.173 -0.273
C 0.556 -0.826 -1.245
N -0.248 1.139 0.179
N 0.385 2.322 -0.274
O -1.924 -1.869 0.929
O 0.579 3.183 0.578
Cl 0.583 -0.129 2.609
H 1.620 -1.142 -0.960
H 0.607 -0.178 -2.001
H -0.069 -1.623 -1.555
*
```

Calculated atomic charges, method Mulliken, unit e:
1. C 0.585
2. C 0.017
3. C 0.444
4. C -1.205
5. N 0.294
6. N -0.173
7. O -0.532
8. O -0.375
9. Cl -0.114
10. H 0.291
11. H 0.395
12. H 0.373



Q | Here is the molecule C4H3ClN2O2 from OMol25. Energies are from ωB97M-V with the def2-TZVPD basis set.

Calculated values
E_LUMO (alpha / beta) = -1.19 / -1.67 eV
Kohn-Sham gap (alpha / beta) = 6.72 / 6.16 eV

ORCA input file:
```
! RIJCOSX wB97M-V def2-TZVPD def2/J DEFGRID3
* xyz 0 1
C 1.123 0.645 -1.520
C 0.383 -0.566 -1.250
C 1.294 1.488 -0.519
C -0.715 0.176 0.776
N -0.442 -0.644 -0.237
N -1.320 -0.364 1.929
O -1.775 -1.503 1.735
O -1.522 0.300 2.935
Cl 1.271 2.892 0.258
H 1.831 0.550 -2.255
H 0.716 -1.439 -1.703
H -0.842 -1.533 -0.147
*
```

Calculated atomic charges, method Mulliken, unit e:
1. C -0.376
2. C -0.058
3. C 0.131
4. C -0.513
5. N 0.024
6. N 0.989
7. O -0.632
8. O -0.559
9. Cl -0.038
10. H 0.379
11. H 0.374
12. H 0.279



Which one sits at the bottom of the stability order? Q does.



P | Here is a cluster of 11 separate species, C16H54O11 in total from OMol25. Energies are from ωB97M-V with the def2-TZVPD basis set.

Calculated values
SMILES = CCO.CCO.CCO.CCO.CCO.CO.CO.CO.CO.CO.CO
E_LUMO = 0.14 eV
Kohn-Sham gap = 9.56 eV

ORCA input file:
```
! RIJCOSX wB97M-V def2-TZVPD def2/J DEFGRID3
* xyz 0 1
C 1.178 -1.346 3.367
C 0.174 -0.217 3.770
O -0.963 -0.400 3.053
H 1.530 -1.208 2.353
H 0.633 -2.336 3.344
H 2.063 -1.483 3.993
H 0.497 0.813 3.738
H -0.065 -0.425 4.773
H -1.441 0.416 3.082
C -3.789 -2.266 -2.623
C -2.425 -1.596 -2.744
O -2.547 -0.202 -2.919
H -4.407 -2.182 -3.501
H -4.318 -1.922 -1.739
H -3.594 -3.322 -2.585
H -1.915 -2.083 -3.530
H -1.711 -1.826 -1.892
H -1.654 0.113 -2.928
C 3.010 -1.994 0.214
C 4.182 -1.844 -0.685
O 5.037 -0.910 -0.057
H 2.242 -1.261 0.071
H 3.207 -2.066 1.314
H 2.531 -2.858 -0.234
H 3.897 -1.602 -1.696
H 4.632 -2.834 -0.847
H 5.220 -1.130 0.851
C -2.474 4.846 -0.730
C -1.841 3.466 -0.931
O -2.573 2.761 -1.899
H -3.481 4.578 -0.506
H -2.299 5.456 -1.597
H -2.047 5.327 0.119
H -1.834 2.908 -0.009
H -0.785 3.583 -1.240
H -1.850 2.434 -2.464
C -2.300 -3.747 0.623
C -1.302 -2.623 1.011
O -0.147 -2.804 0.201
H -3.220 -3.390 1.046
H -2.049 -4.758 1.078
H -2.380 -3.890 -0.451
H -1.010 -2.741 2.007
H -1.680 -1.605 0.847
H 0.209 -1.985 -0.117
C -3.665 0.636 0.305
O -4.990 0.337 0.022
H -2.978 0.262 -0.405
H -3.347 0.331 1.259
H -3.673 1.718 0.291
H -5.149 0.500 -0.935
C 1.691 -2.328 -3.310
O 0.757 -2.518 -4.436
H 1.113 -2.110 -2.376
H 2.292 -1.494 -3.475
H 2.413 -3.114 -3.112
H 0.241 -3.383 -4.351
C 2.921 1.792 -1.150
O 2.417 0.734 -1.937
H 3.525 2.502 -1.817
H 3.610 1.508 -0.405
H 2.161 2.444 -0.638
H 2.145 1.117 -2.764
C 0.113 3.477 2.011
O -1.254 3.575 2.145
H 0.548 4.046 2.795
H 0.521 3.769 1.080
H 0.391 2.411 2.112
H -1.461 4.516 2.264
C -0.025 0.550 0.209
O 0.150 -0.192 -0.950
H -1.038 0.584 0.574
H 0.237 1.616 -0.010
H 0.533 0.066 0.919
H 1.055 -0.125 -1.197
C 3.525 0.889 2.158
O 2.840 1.476 3.234
H 2.780 0.545 1.469
H 4.104 0.036 2.509
H 4.174 1.601 1.696
H 3.179 2.380 3.287
*
```

Calculated atomic charges, method Mulliken, unit e:
1. C -0.880
2. C -0.372
3. O -0.440
4. H -0.139
5. H 0.305
6. H 0.449
7. H 0.216
8. H 0.471
9. H 0.248
10. C -1.507
11. C 0.726
12. O -0.586
13. H 0.391
14. H 0.292
15. H 0.398
16. H 0.415
17. H -0.386
18. H 0.276
19. C -0.235
20. C -0.642
21. O -0.582
22. H -0.220
23. H 0.481
24. H 0.334
25. H 0.215
26. H 0.359
27. H 0.374
28. C -1.589
29. C 0.653
30. O -0.504
31. H 0.392
32. H 0.368
33. H 0.349
34. H -0.266
35. H 0.315
36. H 0.322
37. C -1.461
38. C 0.755
39. O -0.590
40. H 0.423
41. H 0.339
42. H 0.229
43. H 0.327
44. H -0.291
45. H -0.014
46. C -0.056
47. O -0.648
48. H -0.113
49. H 0.301
50. H 0.189
51. H 0.374
52. C -0.646
53. O -0.582
54. H 0.395
55. H 0.228
56. H 0.401
57. H 0.320
58. C -0.457
59. O -0.334
60. H 0.410
61. H 0.070
62. H 0.133
63. H 0.229
64. C -0.254
65. O -0.516
66. H 0.496
67. H 0.252
68. H -0.315
69. H 0.284
70. C 1.195
71. O -0.177
72. H -0.100
73. H -0.544
74. H -0.228
75. H -0.079
76. C -0.527
77. O -0.501
78. H -0.071
79. H 0.186
80. H 0.658
81. H 0.311



Q | Here is a cluster of 11 separate species, C16H54O11 in total from OMol25. Energies are from ωB97M-V with the def2-TZVPD basis set.

Calculated values
SMILES = CCO.CCO.CCO.CCO.CCO.CO.CO.CO.CO.CO.CO
E_LUMO = 0.33 eV
Kohn-Sham gap = 9.92 eV

ORCA input file:
```
! RIJCOSX wB97M-V def2-TZVPD def2/J DEFGRID3
* xyz 0 1
C -0.082 -0.708 -2.901
C -0.720 -2.048 -2.599
O -0.215 -2.959 -3.541
H 1.073 -0.708 -2.683
H -0.427 0.181 -2.256
H -0.268 -0.428 -3.912
H -1.745 -2.049 -2.745
H -0.472 -2.320 -1.556
H -0.409 -3.888 -3.211
C 4.650 -2.895 0.265
C 4.652 -1.695 -0.677
O 3.377 -1.281 -0.927
H 4.245 -3.742 -0.153
H 4.133 -2.614 1.211
H 5.692 -3.164 0.520
H 5.152 -2.021 -1.567
H 5.248 -0.975 -0.134
H 3.435 -0.310 -0.845
C 1.823 -0.446 3.638
C 2.781 -1.061 2.691
O 3.040 -0.090 1.750
H 2.511 -0.112 4.435
H 1.043 -1.136 3.940
H 1.283 0.372 3.156
H 2.331 -1.786 2.095
H 3.677 -1.442 3.259
H 2.619 -0.308 0.966
C -3.255 1.043 -1.500
C -4.330 1.896 -1.983
O -5.203 2.062 -0.911
H -3.713 0.046 -1.341
H -2.601 1.399 -0.698
H -2.512 0.845 -2.238
H -4.936 1.389 -2.748
H -4.091 2.880 -2.406
H -6.087 2.375 -1.251
C -3.149 -2.876 -0.716
C -3.717 -2.827 0.612
O -2.701 -2.565 1.486
H -2.902 -1.857 -0.895
H -3.804 -3.121 -1.529
H -2.187 -3.360 -0.867
H -4.143 -3.799 0.662
H -4.606 -2.146 0.625
H -2.988 -2.681 2.394
C 1.069 -3.854 0.123
O 1.631 -4.943 0.853
H 1.862 -3.127 -0.052
H 0.258 -3.397 0.701
H 0.749 -4.074 -0.914
H 0.802 -5.416 1.158
C 0.451 4.475 1.785
O 0.304 3.181 2.382
H 0.839 4.318 0.787
H 1.130 5.123 2.310
H -0.426 5.101 1.549
H -0.104 2.536 1.737
C 3.334 2.612 -0.251
O 2.477 1.711 -0.862
H 4.380 2.336 -0.285
H 3.243 2.688 0.770
H 3.256 3.541 -0.804
H 2.461 1.832 -1.797
C -0.461 3.496 -2.018
O -0.070 4.169 -3.200
H 0.122 3.926 -1.180
H -0.277 2.462 -2.136
H -1.568 3.731 -1.852
H -0.523 3.641 -3.914
C -0.176 -0.267 0.575
O 0.327 1.025 0.695
H -1.243 -0.184 0.335
H -0.134 -0.762 1.569
H 0.441 -0.873 -0.101
H 1.028 1.149 0.090
C -2.605 2.427 2.477
O -2.989 2.163 3.900
H -1.758 1.761 2.263
H -2.267 3.436 2.232
H -3.500 2.115 1.885
H -3.565 2.873 4.271
*
```

Calculated atomic charges, method Mulliken, unit e:
1. C -0.702
2. C 0.573
3. O -0.642
4. H 0.079
5. H -0.364
6. H 0.577
7. H 0.419
8. H -0.431
9. H 0.355
10. C -1.144
11. C -0.172
12. O -0.319
13. H 0.334
14. H 0.160
15. H 0.404
16. H 0.396
17. H 0.274
18. H 0.146
19. C -1.046
20. C 0.227
21. O -0.446
22. H 0.394
23. H 0.285
24. H 0.026
25. H -0.016
26. H 0.325
27. H 0.047
28. C -0.050
29. C -0.573
30. O -0.521
31. H 0.223
32. H -0.196
33. H 0.261
34. H 0.324
35. H 0.314
36. H 0.288
37. C -0.397
38. C -0.513
39. O -0.375
40. H -0.348
41. H 0.356
42. H 0.335
43. H 0.392
44. H 0.317
45. H 0.246
46. C -0.261
47. O -0.564
48. H -0.126
49. H 0.199
50. H 0.412
51. H 0.336
52. C -0.448
53. O -0.463
54. H -0.039
55. H 0.334
56. H 0.263
57. H -0.012
58. C -0.921
59. O -0.331
60. H 0.287
61. H 0.340
62. H 0.398
63. H 0.185
64. C 0.620
65. O -0.588
66. H -0.053
67. H -0.437
68. H 0.193
69. H 0.329
70. C -0.564
71. O 1.894
72. H 0.118
73. H 0.087
74. H -0.254
75. H -0.638
76. C 0.301
77. O -0.572
78. H -0.458
79. H 0.090
80. H 0.233
81. H 0.286



Which one sits at the bottom of the stability order? Q does.



P | Here is a structure of composition C5H12O4 from OMol25. Energies are from ωB97M-V with the def2-TZVPD basis set.

Calculated values
E_LUMO = 0.75 eV
Kohn-Sham gap = 10.05 eV

ORCA input file:
```
! RIJCOSX wB97M-V def2-TZVPD def2/J DEFGRID3
* xyz 0 1
C -0.014 1.226 -0.610
C 1.128 2.164 -1.025
C -1.331 -1.500 0.544
C -1.280 -1.016 1.807
C -0.505 -2.637 0.055
O 0.052 0.047 -1.020
O 0.330 1.173 1.257
O 2.343 1.483 -0.881
O 0.879 2.578 -2.344
H 1.269 0.944 1.293
H 2.185 0.575 -1.192
H 0.817 1.789 -2.900
H -0.986 1.725 -0.494
H 1.171 3.065 -0.414
H -2.121 -1.174 -0.119
H 0.303 -2.871 0.746
H -0.672 -1.517 2.550
H -0.246 0.297 1.522
H -2.100 -0.428 2.199
H -1.138 -3.520 -0.053
H -0.085 -2.403 -0.922
*
```

Calculated atomic charges, method Mulliken, unit e:
1. C 0.209
2. C -0.153
3. C 0.486
4. C -1.207
5. C -1.109
6. O -0.643
7. O -0.636
8. O -0.527
9. O -0.521
10. H 0.379
11. H 0.378
12. H 0.346
13. H 0.333
14. H 0.383
15. H 0.290
16. H 0.289
17. H 0.357
18. H 0.361
19. H 0.358
20. H 0.342
21. H 0.283



Q | Here is a cluster of 2 separate species, C5H12O4 in total from OMol25. Energies are from ωB97M-V with the def2-TZVPD basis set.

Calculated values
SMILES = O=C(O)CO.CCCO
E_LUMO = 0.56 eV
Kohn-Sham gap = 9.70 eV

ORCA input file:
```
! RIJCOSX wB97M-V def2-TZVPD def2/J DEFGRID3
* xyz 0 1
C 2.971 -0.154 -1.062
C 3.226 -0.998 0.192
O 2.181 -1.733 0.590
O 1.613 -0.128 -1.447
O 4.272 -1.002 0.783
H 1.413 -1.528 0.012
H 1.136 0.501 -0.867
H 3.396 0.845 -0.914
H 3.538 -0.599 -1.884
C -0.630 0.854 0.516
C -2.286 0.831 -0.328
C -3.182 -0.073 0.485
O -0.298 -0.406 0.949
H -0.720 -0.628 1.789
H -0.737 1.271 -0.549
H -0.856 1.537 1.342
H -2.193 0.496 -1.364
H -2.599 1.873 -0.339
H -2.785 -1.087 0.540
H -4.177 -0.144 0.043
H -3.285 0.275 1.515
*
```

Calculated atomic charges, method Mulliken, unit e:
1. C -0.183
2. C 0.559
3. O -0.472
4. O -0.553
5. O -0.579
6. H 0.379
7. H 0.287
8. H 0.275
9. H 0.254
10. C -0.514
11. C -0.502
12. C -1.173
13. O -0.397
14. H 0.282
15. H 0.309
16. H 0.330
17. H 0.332
18. H 0.395
19. H 0.297
20. H 0.364
21. H 0.309



Which one sits at the bottom of the stability order? Q does.



P | Here is the ion C6H11O2 with charge -1 from OMol25. Energies are from ωB97M-V with the def2-TZVPD basis set.

Calculated values
SMILES = CC[C@H](C)CC(=O)[O-]
E_LUMO = 3.62 eV
Kohn-Sham gap = 7.30 eV

ORCA input file:
```
! RIJCOSX wB97M-V def2-TZVPD def2/J DEFGRID3
* xyz -1 1
O -2.982 -0.293 1.857
C -1.749 -0.321 2.064
O -1.022 -0.963 2.840
C -0.920 0.684 1.123
C 0.084 -0.107 0.216
C -0.557 -1.293 -0.447
C 0.621 0.874 -0.852
C 2.037 0.501 -1.299
H -0.453 1.405 1.788
H -1.508 1.166 0.343
H 0.823 -0.540 0.896
H -1.455 -1.008 -1.008
H 0.118 -1.812 -1.142
H -0.856 -2.053 0.273
H 0.587 1.936 -0.560
H -0.072 0.871 -1.685
H 1.849 -0.312 -2.014
H 2.744 0.047 -0.600
H 2.712 1.216 -1.793
*
```

Calculated atomic charges, method Mulliken, unit e:
1. O -0.733
2. C 0.366
3. O -0.699
4. C -0.817
5. C 0.705
6. C -1.619
7. C -0.771
8. C -1.170
9. H 0.310
10. H 0.370
11. H 0.220
12. H 0.345
13. H 0.377
14. H 0.415
15. H 0.397
16. H 0.374
17. H 0.266
18. H 0.327
19. H 0.337



Q | Here is the ion C6H11O2 with charge -1 from OMol25. Energies are from ωB97M-V with the def2-TZVPD basis set.

Calculated values
SMILES = CCCCCC(=O)[O-]
E_LUMO = 3.81 eV
Kohn-Sham gap = 7.75 eV

ORCA input file:
```
! RIJCOSX wB97M-V def2-TZVPD def2/J DEFGRID3
* xyz -1 1
O 2.033 1.337 -1.977
C 1.561 0.187 -1.799
O 1.068 -0.600 -2.641
C 1.724 -0.392 -0.363
C 0.987 0.394 0.724
C -0.329 1.000 0.271
C -1.361 -0.038 -0.153
C -1.973 -0.823 1.002
H 1.433 -1.451 -0.421
H 2.793 -0.326 -0.147
H 0.793 -0.298 1.538
H 1.629 1.180 1.128
H -0.785 1.657 1.030
H -0.115 1.599 -0.613
H -2.149 0.476 -0.689
H -0.938 -0.719 -0.877
H -2.532 -1.699 0.660
H -1.193 -1.231 1.665
H -2.645 -0.251 1.660
*
```

Calculated atomic charges, method Mulliken, unit e:
1. O -0.738
2. C 0.436
3. O -0.747
4. C -0.634
5. C -0.539
6. C -0.815
7. C -0.307
8. C -1.177
9. H 0.260
10. H 0.404
11. H 0.295
12. H 0.315
13. H 0.399
14. H 0.327
15. H 0.350
16. H 0.259
17. H 0.359
18. H 0.266
19. H 0.289



Which one sits at the bottom of the stability order? P does.